Model w:
Entry from the Open Molecules 2025 dataset: a 2-piece molecular cluster, C3H10NPS2 overall (wB97M-V/def2-TZVPD).

Values from the calculation:
HOMO (spin up / spin down)   -9.0 / -8.3 eV
Orbital gap (spin up / spin down)   7.1 / 6.1 eV
Lowest unoccupied orbital energy (spin up / spin down)   -1.863 / -2.170 eV

Last column: Mulliken charge in e.
Element x y z (Å)
C -0.28771 -3.08924 0.06434  -1.266
C 1.66645 3.28506 -1.29121  -0.609
C -1.08799 -1.97321 0.78286  -0.482
N -1.09479 0.71047 0.31340  -0.556
P -0.01571 -0.37174 1.04852  0.369
S 0.00105 0.22670 2.92650  -0.379
S 1.12579 2.17888 -2.59888  -0.135
H 0.64579 -3.07471 0.50788  0.371
H -0.74601 -4.01944 -0.01568  0.402
H -0.21157 -2.86896 -0.95241  0.344
H 1.52824 4.27923 -1.62365  0.304
H 2.70883 3.06492 -1.13791  0.255
H 1.07718 3.05818 -0.43487  0.183
H -1.31806 -2.34322 1.72939  0.337
H -2.02593 -1.71119 0.32963  0.379
H -1.24224 1.57973 0.89639  0.295
H -0.72332 1.06855 -0.54431  0.190

=====

Model x:
Entry from the Open Molecules 2025 dataset: a 2-piece molecular cluster, C3H10NPS2 overall (wB97M-V/def2-TZVPD).

Values from the calculation:
HOMO   -8.4 eV
Orbital gap   9.1 eV
Lowest unoccupied orbital energy   0.742 eV
SMILES   CP(S)S.C=NC

Last column: Mulliken charge in e.
Element x y z (Å)
C -2.40265 -1.64431 -0.26065  -0.373
C -0.78410 -1.59735 1.49462  -0.657
C 1.67788 2.29511 -1.60660  -1.271
N -1.23023 -1.44994 0.15469  -0.250
P 0.68407 1.35110 -0.37928  0.253
S 1.45436 -0.55765 -0.99332  -0.285
S 1.68063 2.07922 1.31368  -0.275
H 0.30542 -1.09971 -0.49733  0.335
H -3.32024 -1.93166 0.42160  0.176
H -2.51259 -1.31492 -1.27307  0.303
H 0.04757 -0.79718 1.63583  0.025
H -1.68743 -1.52798 2.16012  0.348
H -0.27807 -2.56661 1.44748  0.317
H 2.63313 1.84704 -1.62127  0.390
H 1.31001 2.09484 -2.54638  0.428
H 1.71888 3.35073 -1.59719  0.398
H 0.70334 1.46928 2.14709  0.139

=====

Which structure is the most stable? The one labeled model x.

=====

Model w:
Entry from the Open Molecules 2025 dataset: an isolated molecule of C4H11N2O (wB97M-V/def2-TZVPD).

Values from the calculation:
Multiplicity   2
HOMO (spin up / spin down)   -3.0 / -9.0 eV
Orbital gap (spin up / spin down)   3.8 / 9.5 eV
Lowest unoccupied orbital energy (spin up / spin down)   0.778 / 0.518 eV
⟨S²⟩   0.7532

Last column: Mulliken charge in e.
Element x y z (Å)
C -2.15047 -0.00362 0.45122  -1.245
C -0.84071 0.32185 -0.04248  0.009
C 0.23309 -0.80422 0.20953  -0.586
C 1.51500 -0.38038 -0.54369  -0.196
N 2.17682 -1.38028 -1.20419  -0.304
O 1.98234 0.81131 -0.37401  -0.598
N -0.15273 1.56172 0.49580  -0.440
H -2.76414 0.98359 0.51378  0.344
H -2.08387 -0.58315 1.44108  0.295
H -2.54444 -0.77297 -0.31587  0.335
H -0.96923 0.46907 -1.12224  0.192
H 0.45039 -0.81813 1.25476  0.294
H -0.10766 -1.76894 -0.19137  0.298
H 2.96157 -0.83680 -1.51374  0.318
H 2.09768 -2.34486 -1.07870  0.169
H -0.62972 2.39775 0.16275  0.362
H 0.91327 1.50836 0.33649  0.205
H -0.08719 1.63970 1.52085  0.548

=====

Model x:
Entry from the Open Molecules 2025 dataset: C4H11N2O as an isolated structure (wB97M-V/def2-TZVPD).

Values from the calculation:
Multiplicity   2
HOMO (spin up / spin down)   -8.9 / -9.3 eV
Orbital gap (spin up / spin down)   7.6 / 7.7 eV
Lowest unoccupied orbital energy (spin up / spin down)   -1.238 / -1.607 eV
⟨S²⟩   0.8486

Last column: Mulliken charge in e.
Element x y z (Å)
C -1.55401 0.08970 0.56270  -0.668
N -1.04873 0.40886 1.90514  -0.693
C -0.49961 0.40055 -0.68476  0.896
C -1.02014 0.62311 -2.10385  -0.974
N 0.83121 0.75781 -0.30500  -0.738
C 2.30111 -0.89247 0.82461  -0.232
O 1.51295 -1.99653 0.73868  -0.477
H -2.48364 0.59426 0.22053  0.395
H -1.59082 -1.00850 0.49602  0.332
H -0.51045 1.24408 1.63231  0.347
H -0.15626 -0.31821 2.07835  0.333
H 0.16962 -0.42453 -0.55731  -0.159
H -0.85286 -0.39254 -2.71254  0.256
H -0.30683 1.45234 -2.63172  0.310
H -2.11952 0.83363 -2.04679  0.290
H 1.60829 0.00148 0.09836  0.287
H 3.41964 -0.88267 0.61335  0.289
H 2.30003 -0.49036 1.87193  0.205

=====

Model y:
Entry from the Open Molecules 2025 dataset: a 2-piece molecular cluster, C4H11N2O overall (wB97M-V/def2-TZVPD).

Values from the calculation:
Multiplicity   2
HOMO (spin up / spin down)   -8.8 / -9.2 eV
Orbital gap (spin up / spin down)   9.8 / 7.7 eV
Lowest unoccupied orbital energy (spin up / spin down)   0.971 / -1.431 eV
⟨S²⟩   0.7653

Last column: Mulliken charge in e.
Element x y z (Å)
O 1.13197 0.01810 -0.01790  -0.500
C 0.51445 0.97815 -0.47124  -0.027
C -0.80137 1.35209 -0.08133  -0.385
C -1.70604 0.47032 0.69380  -0.439
C -1.89618 -0.92889 0.07197  -0.441
N -3.03512 -1.16271 -0.81942  -0.548
N 5.02281 -0.30190 0.25591  -0.574
H 1.02941 1.64388 -1.17249  0.383
H -1.20477 2.25642 -0.51235  0.355
H -2.69219 0.92746 0.77855  0.329
H -1.38894 0.24488 1.72006  0.244
H -1.97993 -1.73825 0.78560  0.381
H -1.03616 -1.16745 -0.55332  0.277
H 4.21718 -0.64264 0.73411  0.203
H -3.15853 -0.57294 -1.62744  0.171
H -3.95044 -1.34939 -0.43512  0.195
H 5.04560 0.69790 0.18879  0.191
H 5.88825 -0.72503 0.46181  0.185

=====

Which structure is the most stable? The one labeled model y.